(1)
Below is a structure of composition C6H4N2O2 in a non-equilibrium geometry, with properties calculated with ωB97M-V/def2-TZVPD.

Each line ends with the Löwdin charge.
Cartesian coordinates (Å):
C (0.81378, 1.24466, 0.35626)  -0.016
C (2.02898, 1.02851, -0.18825)  -0.035
C (0.00812, -1.16287, 0.21219)  0.034
C (1.29373, -1.40371, -0.24133)  -0.071
C (-0.21226, 0.26786, 0.35458)  -0.280
C (1.84737, -0.22848, -0.58673)  0.020
N (-1.36245, 0.74894, 0.04668)  0.174
N (-2.52422, 0.10459, 0.06255)  -0.470
O (-2.83434, -0.64524, 0.97492)  0.057
O (-3.20547, 0.33464, -0.91447)  0.076
H (0.63949, 2.34782, 0.39745)  0.147
H (2.71287, 1.73668, -0.40065)  0.086
H (-0.84721, -1.93477, 0.34854)  0.154
H (1.64160, -2.43862, -0.42173)  0.124

## Properties
- Expectation value of S²: 2.060
- Energy relative to the best compared isomer or geometry (same formula, charge and spin): 1.033 eV
- Frontier orbital gap (alpha / beta): 8.1 / 8.2 eV
- Maximum force: 7.11 eV/A
- Calculated total energy: -13352.3786 eV
- Multiplicity: 3

(2)
Below is a structure of composition C8H9NPdS2 in a non-equilibrium geometry, with properties calculated with ωB97M-V/def2-TZVPD.

Each line ends with the Löwdin charge.
Cartesian coordinates (Å):
Pd (-0.04755, 0.04162, -2.55646)  0.603
C (0.51820, -0.05151, -4.39931)  -0.337
H (1.60608, 0.08691, -4.43417)  -0.015
H (0.19365, -1.02097, -4.77161)  -0.026
H (-0.03723, 0.76139, -4.87463)  -0.029
H (-1.30982, 1.12720, -3.05128)  0.052
H (-1.19927, 1.33943, -2.28593)  0.055
S (0.04291, -2.40387, -1.95346)  0.612
C (-0.09506, -1.76770, -0.42478)  -1.160
N (0.00506, -0.44303, -0.27593)  -0.116
C (-0.00227, -0.00734, 1.04946)  -0.300
C (0.18062, 1.29803, 1.54497)  -0.028
C (0.21485, 1.51380, 2.92392)  -0.093
C (0.04099, 0.45662, 3.83735)  -0.092
C (-0.15344, -0.85581, 3.37790)  -0.094
C (-0.15966, -1.07463, 1.99503)  -0.463
S (-0.27825, -2.59913, 1.12952)  1.011
H (0.30800, 2.12482, 0.84233)  0.108
H (0.38525, 2.51480, 3.33147)  0.104
H (0.06743, 0.63744, 4.91667)  0.104
H (-0.28048, -1.67809, 4.07893)  0.106

## Properties
- Expectation value of S²: 2.009
- Energy relative to the best compared isomer or geometry (same formula, charge and spin): 1.477 eV
- Frontier orbital gap (alpha / beta): 7.6 / 5.6 eV
- Maximum force: 3.39 eV/A
- Calculated total energy: -35078.8481 eV
- Multiplicity: 3

(3)
Below is a cluster of 2 separate species, C16H27ClN2O7P in total in a non-equilibrium geometry, with properties calculated with ωB97M-V/def2-TZVPD.

Each line ends with the Löwdin charge.
Cartesian coordinates (Å):
C (-1.34465, -2.99461, 1.25190)  -0.118
C (-1.74716, -2.05304, 2.53180)  -0.374
C (-3.40839, -2.15947, 2.69614)  -0.129
C (-1.43775, -0.49724, 2.12177)  -0.174
C (0.11116, -0.01037, 2.33531)  -0.295
C (0.77425, -0.47771, 3.78613)  -0.098
C (1.16382, -0.49253, 1.17532)  -0.163
O (0.58813, -0.65156, -0.16810)  -0.229
C (0.91185, 0.47432, -1.05766)  -0.371
C (2.52470, 0.52531, -1.49807)  -0.073
N (3.79982, 0.75048, -1.50980)  0.183
C (0.38808, 1.94117, -0.54119)  -0.064
C (-1.22455, 2.04538, -0.26504)  -0.171
O (-1.77848, 3.20828, -1.02821)  -0.112
C (-2.28358, 4.24400, -0.11258)  -0.129
O (-2.89736, 5.34529, -0.62308)  -0.076
C (0.10654, 0.15981, -2.48948)  -0.339
C (1.22871, 0.10478, -3.72852)  -0.188
N (2.09835, 0.22739, -4.70594)  0.094
P (-0.70048, -1.60994, -2.49028)  0.881
C (-2.03918, -1.46332, -3.89829)  -0.341
C (0.61655, -2.91628, -3.07553)  -0.315
H (-1.64784, -4.10998, 1.51567)  0.081
H (-1.98797, -2.67293, 0.30290)  0.076
H (-0.19734, -2.98515, 1.02082)  0.071
H (-1.31336, -2.39644, 3.56242)  0.122
H (-3.91203, -1.53263, 1.84594)  0.077
H (-3.72219, -1.64393, 3.71979)  0.084
H (-3.75807, -3.28087, 2.63422)  0.078
H (-2.10820, 0.17910, 2.84098)  0.125
H (-1.86902, -0.33244, 1.04269)  0.099
H (0.14951, 1.18264, 2.35537)  0.128
H (0.68209, -1.63199, 3.99088)  0.077
H (1.94380, -0.27099, 3.66415)  0.098
H (0.43266, 0.18991, 4.69169)  0.087
H (2.09725, 0.21019, 1.23946)  0.147
H (1.54808, -1.57532, 1.49974)  0.143
H (0.92585, 2.27878, 0.46082)  0.141
H (0.66125, 2.74361, -1.37546)  0.163
H (-1.51549, 2.10759, 0.87914)  0.115
H (-1.80716, 1.09428, -0.68324)  0.133
H (-2.15534, 4.18693, 1.05126)  0.162
H (-0.64371, 1.00661, -2.78792)  0.123
H (-2.68767, -0.48332, -3.69017)  0.053
H (-1.50783, -1.33952, -4.95512)  0.052
H (-2.72292, -2.42167, -3.88746)  0.044
H (0.63622, -3.04803, -4.24529)  0.051
H (0.26308, -3.94672, -2.61446)  0.046
H (1.69838, -2.67781, -2.69862)  0.058
O (4.58709, 3.78707, -1.17223)  -0.413
Cl (5.41350, 3.49396, -0.01741)  0.605
O (6.59279, 2.76368, -0.43972)  -0.397
O (4.65946, 2.69077, 0.92529)  -0.428
O (5.81474, 4.73447, 0.61728)  -0.399

## Properties
- Frontier orbital gap: 7.5 eV
- Net charge: -1
- Maximum force: 12.31 eV/A
- Calculated total energy: -56137.0026 eV
- Multiplicity: 1

Copy entry 2 word for word.
Below is a structure of composition C8H9NPdS2 in a non-equilibrium geometry, with properties calculated with ωB97M-V/def2-TZVPD.

Each line ends with the Löwdin charge.
Cartesian coordinates (Å):
Pd (-0.04755, 0.04162, -2.55646)  0.603
C (0.51820, -0.05151, -4.39931)  -0.337
H (1.60608, 0.08691, -4.43417)  -0.015
H (0.19365, -1.02097, -4.77161)  -0.026
H (-0.03723, 0.76139, -4.87463)  -0.029
H (-1.30982, 1.12720, -3.05128)  0.052
H (-1.19927, 1.33943, -2.28593)  0.055
S (0.04291, -2.40387, -1.95346)  0.612
C (-0.09506, -1.76770, -0.42478)  -1.160
N (0.00506, -0.44303, -0.27593)  -0.116
C (-0.00227, -0.00734, 1.04946)  -0.300
C (0.18062, 1.29803, 1.54497)  -0.028
C (0.21485, 1.51380, 2.92392)  -0.093
C (0.04099, 0.45662, 3.83735)  -0.092
C (-0.15344, -0.85581, 3.37790)  -0.094
C (-0.15966, -1.07463, 1.99503)  -0.463
S (-0.27825, -2.59913, 1.12952)  1.011
H (0.30800, 2.12482, 0.84233)  0.108
H (0.38525, 2.51480, 3.33147)  0.104
H (0.06743, 0.63744, 4.91667)  0.104
H (-0.28048, -1.67809, 4.07893)  0.106

## Properties
- Expectation value of S²: 2.009
- Energy relative to the best compared isomer or geometry (same formula, charge and spin): 1.477 eV
- Frontier orbital gap (alpha / beta): 7.6 / 5.6 eV
- Maximum force: 3.39 eV/A
- Calculated total energy: -35078.8481 eV
- Multiplicity: 3